1.
C31H35CrN3O5PS | ωB97M-V/def2-TZVPD

Geometry (Å):
1 Cr 0.17 0.16 -0.08
2 S 3.29 -0.21 -1.33
3 P -0.44 -0.27 -2.38
4 O 2.44 -2.72 1.78
5 O 2.24 3.15 1.59
6 O 1.27 1.75 0.14
7 O -1.40 -1.20 0.73
8 O 1.02 -1.69 0.36
9 N 0.53 0.19 2.05
10 N 5.42 -0.27 0.37
11 N 4.26 1.52 0.55
12 C -1.14 -4.30 -2.08
13 C -3.35 2.10 -4.08
14 C -1.73 -0.78 2.06
15 C -3.76 2.82 -2.96
16 C 1.55 0.68 -3.95
17 C -2.61 -1.97 -1.98
18 C 2.37 0.83 -5.06
19 C 1.80 -1.75 1.41
20 C -3.16 2.60 -1.73
21 C 1.86 -0.45 2.18
22 C -3.25 -3.18 -1.79
23 C -1.24 -1.91 -2.24
24 C -2.35 1.15 -3.94
25 C 5.84 -1.61 -0.03
26 C 1.10 -0.87 -6.18
27 C 5.29 1.63 1.48
28 C -0.91 -1.99 -5.26
29 C -1.41 1.51 -0.26
30 C 0.24 -1.02 -5.09
31 C -1.77 0.91 -2.69
32 C 2.16 0.04 -6.17
33 C -2.14 1.66 -1.58
34 C -2.51 -4.36 -1.84
35 C 0.58 1.62 2.39
36 C 1.01 -3.10 -2.55
37 C -0.46 -0.58 2.85
38 C -0.48 -3.09 -2.27
39 C 4.33 0.36 -0.14
40 C 1.44 2.27 1.32
41 C 6.02 0.51 1.36
42 C 0.50 -0.25 -3.94
43 H -0.42 2.04 2.35
44 H 1.46 -4.01 -2.14
45 H -2.29 0.15 1.96
46 H -3.79 2.28 -5.05
47 H 0.92 -1.47 -7.07
48 H 2.80 0.12 -7.04
49 H 6.90 0.18 1.89
50 H 5.40 2.48 2.13
51 H -3.47 3.19 -0.87
52 H -2.37 -1.51 2.55
53 H -4.32 -3.21 -1.60
54 H -2.01 0.60 -4.81
55 H -3.19 -1.05 -1.93
56 H -0.68 -0.08 3.80
57 H -4.54 3.57 -3.05
58 H 3.51 2.19 0.44
59 H -0.61 -3.02 -5.01
60 H 1.21 -3.08 -3.63
61 H 5.80 -1.69 -1.11
62 H -1.77 -1.75 -4.64
63 H 2.61 0.18 1.70
64 H 2.14 -0.61 3.22
65 H -0.85 -2.00 0.76
66 H 6.85 -1.78 0.32
67 H 1.01 1.80 3.38
68 H 1.72 1.29 -3.08
69 H -0.57 -5.22 -2.11
70 H -2.15 1.28 0.51
71 H -1.23 -1.99 -6.30
72 H 5.17 -2.36 0.39
73 H 1.52 -2.26 -2.10
74 H -1.00 2.49 0.00
75 H 3.18 1.56 -5.04
76 H -2.99 -5.31 -1.70
77 H -0.03 -1.55 3.08

- Energy: -3526.82382 Eh
- Total charge: 0
- Max |F|: 1.58 eV/Å
- Multiplicity: 2
- LUMO level (alpha / beta): 0.01 / 0.32 eV
- Gap between HOMO and LUMO (alpha / beta): 0.270 / 0.281 Eh

2.
C31H35N5O | ωB97M-V/def2-TZVPD

Geometry (Å):
1 O 3.92 -2.13 -2.34
2 N -0.23 0.51 -0.76
3 N 4.09 -2.99 0.78
4 N 3.21 -4.13 -1.56
5 N -2.32 -1.08 -1.64
6 N 3.76 -0.47 2.03
7 C -2.09 4.48 1.57
8 C 4.53 -4.33 0.48
9 C 1.34 -1.12 -1.51
10 C 0.02 -0.68 -1.33
11 C -4.16 1.96 -1.62
12 C 3.31 -2.85 1.99
13 C -6.51 1.59 -1.43
14 C -2.54 0.13 -1.18
15 C 2.46 1.57 1.25
16 C 0.52 -3.26 -2.24
17 C -4.99 -0.22 -1.05
18 C -5.69 3.89 -2.06
19 C -0.99 4.35 0.74
20 C -1.47 0.90 -0.62
21 C 3.02 -2.85 -1.97
22 C 1.59 -2.40 -1.93
23 C -2.77 2.26 1.02
24 C -0.79 3.19 0.03
25 C 5.16 -2.01 0.77
26 C 4.57 -0.61 0.84
27 C 2.69 -1.45 2.02
28 C 3.33 0.88 2.31
29 C -0.78 -2.84 -2.14
30 C -2.99 3.43 1.73
31 C -4.17 3.54 2.65
32 C -3.91 0.64 -1.28
33 C 4.49 -4.54 -1.05
34 C -1.05 -1.54 -1.69
35 C -1.69 2.13 0.15
36 C -5.45 2.45 -1.69
37 C -6.28 0.26 -1.12
38 H 2.09 -1.33 2.93
39 H 0.06 3.07 -0.63
40 H 0.73 -4.26 -2.60
41 H 5.54 -4.55 0.86
42 H -3.33 2.62 -1.84
43 H 4.68 -5.59 -1.30
44 H 2.78 0.86 3.26
45 H -3.46 1.43 1.15
46 H 2.16 -0.44 -1.30
47 H 2.51 -3.60 2.00
48 H 5.38 0.12 0.88
49 H 3.93 -2.99 2.90
50 H -4.98 4.53 -1.55
51 H -1.61 -3.48 -2.41
52 H 2.42 -4.58 -1.12
53 H 3.83 -5.04 0.94
54 H 2.03 -1.35 1.14
55 H -5.57 4.03 -3.13
56 H 4.00 -0.44 -0.09
57 H -4.34 4.57 2.94
58 H -4.00 2.95 3.55
59 H 1.56 1.00 1.04
60 H -0.30 5.17 0.64
61 H -7.11 -0.40 -0.93
62 H 5.72 -2.12 -0.16
63 H 5.24 -3.91 -1.54
64 H -2.25 5.40 2.12
65 H 5.84 -2.17 1.62
66 H -4.79 -1.25 -0.80
67 H 3.01 1.70 0.32
68 H 4.23 1.48 2.46
69 H -6.70 4.20 -1.79
70 H -7.53 1.96 -1.48
71 H -5.06 3.15 2.16
72 H 2.16 2.55 1.61

- Structure (SMILES): CCN1CCN(CCNC(=O)c2ccc3nc(-c4cccc(C)c4)c(-c4cccc(C)c4)nc3c2)CC1
- Energy: -1551.35454 Eh
- Total charge: 0
- Max |F|: 0.81 eV/Å
- LUMO level: -0.37 eV
- Gap between HOMO and LUMO: 0.285 Eh

3.
C31H36BF3N6O5RuSSb | ωB97M-V/def2-TZVPD

Geometry (Å):
1 Sb 2.42 -1.19 -1.32
2 Ru -0.83 0.27 0.38
3 S 1.46 -0.21 0.61
4 F -3.03 0.40 2.50
5 F -2.94 -1.45 3.87
6 F -1.60 -1.38 2.00
7 O 4.91 3.07 6.30
8 O -0.30 1.27 2.23
9 O -1.12 0.00 3.88
10 O 3.82 2.37 8.01
11 O -0.86 2.05 -0.62
12 N -2.12 3.04 1.01
13 N -2.83 -0.02 -0.29
14 N -0.89 4.28 -0.52
15 N -2.69 0.13 -2.59
16 N -4.63 0.80 -1.52
17 N 3.96 2.52 6.82
18 C 5.33 -3.94 1.74
19 C 1.52 0.13 -4.13
20 C -0.93 -4.70 -2.21
21 C 5.33 -2.55 1.84
22 C -0.28 0.83 3.39
23 C 1.27 2.74 -3.22
24 C 1.70 0.41 -2.77
25 C -1.53 -0.74 -2.52
26 C 1.05 2.45 -4.57
27 C 1.17 1.15 -5.02
28 C 0.73 1.05 5.67
29 C 4.52 -1.79 1.00
30 C 4.51 -4.57 0.81
31 C -0.77 -4.18 -0.93
32 C 0.82 1.27 4.30
33 C 0.99 -2.72 -1.74
34 C -1.25 3.07 -0.03
35 C 1.76 1.46 6.50
36 C 0.19 -3.19 -0.70
37 C 0.83 -3.27 -3.01
38 C -2.49 1.31 -3.46
39 C 3.70 -3.81 -0.04
40 C -5.31 1.21 -0.31
41 C -3.37 0.30 -1.43
42 C -5.47 0.59 -2.70
43 C 3.70 -2.42 0.07
44 C 1.93 1.88 3.75
45 C 1.59 1.72 -2.33
46 C 2.97 2.29 4.57
47 C 2.86 2.07 5.93
48 C -0.13 -4.25 -3.25
49 B -2.22 -0.64 3.05
50 H 1.64 -0.88 -4.50
51 H 4.51 -5.65 0.73
52 H 1.46 -2.94 -3.84
53 H -2.21 2.15 1.50
54 H -3.40 1.89 -3.53
55 H -2.21 0.97 -4.46
56 H -0.15 0.55 6.07
57 H 1.74 1.94 -1.28
58 H 5.96 -4.53 2.40
59 H -5.70 0.37 0.27
60 H -3.47 -0.06 0.49
61 H -0.69 -0.28 -2.00
62 H -0.25 -4.66 -4.24
63 H -1.80 -1.67 -2.02
64 H -1.38 -4.53 -0.11
65 H 3.07 -4.31 -0.76
66 H 1.02 0.91 -6.07
67 H 0.80 3.25 -5.26
68 H -1.20 -0.96 -3.53
69 H 1.19 3.77 -2.89
70 H -2.22 3.86 1.59
71 H -0.17 4.28 -1.22
72 H 0.31 -2.78 0.30
73 H -1.69 1.94 -3.08
74 H -1.68 -5.46 -2.39
75 H -4.92 0.03 -3.45
76 H -5.80 1.54 -3.13
77 H 1.72 1.31 7.57
78 H 4.52 -0.71 1.08
79 H 3.86 2.75 4.18
80 H 1.99 2.00 2.68
81 H -1.12 5.14 -0.05
82 H -6.14 1.86 -0.58
83 H -4.63 1.78 0.33
84 H 5.96 -2.06 2.57
85 H -6.36 0.02 -2.42

- Energy: -2965.50390 Eh
- Total charge: 0
- Max |F|: 0.96 eV/Å
- Multiplicity: 2
- LUMO level (alpha / beta): -0.67 / -0.72 eV
- Gap between HOMO and LUMO (alpha / beta): 0.203 / 0.242 Eh

Molar mass: 644.67; 493.65; 895.37 (g/mol)
ΔE to the lowest compared entry with this formula, charge and spin: 3.8; 2.1; 16.9 (kcal per mole)